[1]
{
  "formula": "C14H29BN2O4",
  "method": "the ωB97M-V functional and the def2-TZVPD basis",
  "elements": ["C", "N", "C", "C", "C", "C", "C", "B", "O", "O", "C", "C", "N", "C", "C", "C", "C", "C", "C", "O", "O", "H", "H", "H", "H", "H", "H", "H", "H", "H", "H", "H", "H", "H", "H", "H", "H", "H", "H", "H", "H", "H", "H", "H", "H", "H", "H", "H", "H", "H"],
  "positions_angstrom": [[1.273, -1.345, 1.969], [0.545, -0.268, 1.244], [0.379, 0.000, -0.161], [1.785, 0.013, -0.839], [1.690, 0.358, -2.341], [3.024, -0.047, -3.041], [3.451, -1.481, -3.026], [4.774, -1.588, -3.962], [5.715, -0.665, -3.619], [4.910, -2.424, -4.996], [-0.351, 1.410, -0.311], [-1.825, 1.439, -0.044], [-2.226, 1.135, 1.309], [-3.520, 0.255, 1.492], [-3.707, -0.254, 2.931], [-3.848, 0.915, 3.856], [-2.565, 1.678, 3.735], [-2.363, 2.274, 2.232], [-0.517, -1.151, -0.821], [-0.222, -1.659, -1.879], [-1.557, -1.591, -0.075], [1.236, -1.251, 3.020], [2.242, -1.312, 1.608], [0.849, -2.362, 1.635], [-0.427, -0.321, 1.564], [2.223, -0.968, -0.802], [2.484, 0.588, -0.199], [0.863, -0.191, -2.736], [1.443, 1.438, -2.464], [3.856, 0.519, -2.537], [3.136, 0.291, -4.109], [3.687, -1.924, -2.094], [2.632, -2.146, -3.349], [6.467, -0.705, -4.288], [4.125, -2.890, -5.278], [-0.024, 1.935, -1.244], [0.054, 2.051, 0.449], [-2.436, 2.329, -0.430], [-2.252, 0.572, -0.671], [-4.409, 0.903, 1.291], [-3.437, -0.625, 0.770], [-4.579, -0.953, 2.979], [-2.795, -0.777, 3.157], [-4.235, 0.585, 4.852], [-4.670, 1.605, 3.375], [-2.340, 2.419, 4.490], [-1.778, 0.912, 3.751], [-1.444, 2.764, 2.110], [-3.328, 2.799, 2.019], [-1.987, -2.287, -0.525]],
  "forces_ev_per_angstrom": [[-2.33, -1.26, -3.72], [-1.80, 0.43, 2.44], [0.34, -0.53, -0.41], [-1.00, 0.16, -0.27], [1.42, 0.80, 0.28], [0.73, 2.22, 0.23], [-0.03, -1.42, -1.81], [-2.02, 0.68, 1.95], [2.18, -0.35, -1.86], [0.85, -0.45, -1.20], [1.27, 0.40, -0.02], [-3.22, -1.45, -2.14], [-2.05, -1.91, 1.93], [1.15, 0.39, -1.46], [-0.42, -0.43, -1.13], [-2.46, 1.37, -0.68], [1.80, 0.18, -1.55], [-2.02, -2.54, 1.12], [1.49, 0.28, -0.57], [-0.91, -0.36, 0.63], [1.22, 1.60, 1.05], [-0.26, 0.44, 0.99], [2.22, -0.13, -0.26], [0.59, 0.95, 0.80], [0.43, 0.50, 0.45], [-0.17, -0.79, 0.19], [-0.52, 0.40, -0.62], [-0.23, -0.22, -0.39], [0.58, -0.63, -0.17], [-0.76, -0.27, -0.35], [-0.75, 0.01, 0.89], [0.40, 0.06, 1.44], [0.10, 0.19, -0.39], [-1.22, 0.20, 1.35], [-0.19, -0.12, 0.21], [-0.81, -0.79, 0.47], [0.85, 0.14, 0.62], [1.30, -0.58, 0.24], [0.24, 1.32, 0.74], [0.43, -0.46, -0.41], [-0.29, 1.46, 0.91], [0.67, 0.50, -0.16], [0.26, -0.67, 0.41], [0.76, 0.59, -0.53], [1.01, -1.19, 1.17], [-0.24, 0.28, 0.11], [0.27, 0.34, 0.49], [0.88, 1.59, 0.30], [0.93, 0.49, -0.18], [-0.67, -1.42, -1.09]],
  "nbo_charge": [-0.392, -0.658, 0.064, -0.404, -0.413, -0.383, -0.766, 1.109, -0.885, -0.897, -0.413, -0.229, -0.477, -0.212, -0.418, -0.405, -0.411, -0.208, 0.782, -0.608, -0.700, 0.207, 0.193, 0.155, 0.383, 0.211, 0.220, 0.234, 0.192, 0.207, 0.198, 0.221, 0.207, 0.489, 0.505, 0.229, 0.221, 0.183, 0.194, 0.166, 0.217, 0.213, 0.201, 0.222, 0.182, 0.215, 0.200, 0.206, 0.160, 0.496],
  "homo_lumo_gap_ev": 8.844,
  "relative_energy_kj_mol": 0.0,
  "homo_energy_ev": -8.291,
  "smiles": "CN[C@](CCCCB(O)O)(CCN1CCCCC1)C(=O)O"
}

***

[2]
{
  "formula": "C14H29Br3N3O3",
  "method": "the ωB97M-V functional and the def2-TZVPD basis",
  "elements": ["C", "Br", "Br", "Br", "H", "C", "C", "C", "C", "C", "C", "N", "O", "C", "C", "C", "H", "H", "H", "H", "H", "H", "H", "H", "H", "H", "H", "H", "H", "H", "H", "H", "H", "H", "O", "C", "N", "C", "H", "H", "H", "H", "H", "O", "C", "N", "C", "H", "H", "H", "H", "H"],
  "positions_angstrom": [[-2.002, -3.078, 2.244], [-2.832, -2.156, 3.802], [-0.206, -2.454, 1.875], [-3.032, -3.009, 0.573], [-1.844, -4.118, 2.511], [1.390, -0.225, -1.327], [1.659, 0.747, -0.153], [2.488, 0.187, 1.018], [4.000, 0.087, 0.681], [4.557, 1.442, 0.261], [3.748, 2.029, -0.917], [2.314, 2.048, -0.543], [1.554, 2.822, -1.356], [4.411, 3.411, -0.976], [4.188, 1.360, -2.243], [0.263, 0.999, 0.417], [0.967, 0.345, -2.154], [0.652, -0.972, -1.034], [2.274, -0.788, -1.627], [2.369, 0.843, 1.883], [2.240, -0.815, 1.372], [3.978, -0.680, -0.098], [4.523, -0.297, 1.557], [5.603, 1.387, -0.041], [4.522, 1.935, 1.235], [3.897, 3.995, -1.747], [4.285, 4.023, -0.081], [5.454, 3.522, -1.266], [3.671, 1.851, -3.068], [5.273, 1.405, -2.321], [3.918, 0.311, -2.374], [-0.383, 1.535, -0.280], [0.293, 1.657, 1.287], [-0.216, 0.055, 0.672], [-4.567, -4.900, -4.684], [-4.751, -4.042, -3.842], [-5.318, -2.859, -4.215], [-4.440, -4.315, -2.387], [-5.555, -2.830, -5.193], [-5.347, -2.073, -3.589], [-4.434, -3.399, -1.795], [-3.517, -4.890, -2.387], [-5.247, -4.939, -2.002], [-2.700, 2.470, 5.018], [-3.277, 1.830, 4.155], [-3.945, 0.683, 4.386], [-3.171, 2.292, 2.714], [-4.182, 0.231, 5.253], [-4.229, 0.129, 3.595], [-2.109, 2.267, 2.467], [-3.462, 3.337, 2.643], [-3.727, 1.605, 2.077]],
  "forces_ev_per_angstrom": [[0.09, 0.17, -0.03], [0.67, -0.81, -1.28], [-0.25, 0.08, 0.30], [0.20, 0.00, 1.01], [-0.47, 0.10, 0.03], [0.74, 0.10, 0.14], [-0.78, -0.45, 0.98], [1.50, 0.22, 0.05], [-0.97, -0.58, -0.29], [-0.68, -2.16, 0.36], [2.90, 0.53, 1.53], [-1.63, 1.02, -3.19], [1.74, -1.73, 2.01], [-1.87, 2.24, -0.93], [-1.27, -0.60, 0.06], [-0.34, 1.25, 0.00], [0.18, -0.06, -0.12], [-0.03, 0.09, 0.17], [0.02, 0.19, -0.24], [-0.17, 0.15, -0.04], [-0.70, 0.00, -0.35], [0.81, 0.01, -0.17], [0.09, -0.14, -0.10], [0.01, -0.08, 0.02], [-0.15, 1.14, -0.51], [-0.09, 0.08, -0.06], [-0.12, -0.37, 0.28], [0.11, -1.03, 0.15], [0.36, 0.31, -0.08], [-0.08, 0.30, -0.14], [-0.02, -0.06, 0.43], [0.10, -0.20, -0.28], [0.14, -0.18, 0.20], [0.16, 0.11, 0.10], [0.11, -0.21, 0.06], [-0.23, -0.34, -0.49], [0.26, -0.41, 0.64], [-0.42, 0.32, -0.49], [-0.01, 0.50, 0.09], [-0.18, 0.08, -0.31], [0.33, -0.08, 0.05], [0.05, 0.21, 0.37], [0.05, -0.08, 0.00], [-0.48, -0.21, 0.20], [1.22, 1.12, 0.63], [-1.05, -1.02, -0.85], [0.09, -0.71, 0.34], [0.51, 0.73, 0.43], [-0.10, 0.30, -0.06], [-0.02, -0.14, -0.12], [-0.34, -0.16, -0.07], [-0.02, 0.43, -0.41]],
  "mulliken_spin": [0.000, 0.000, 0.000, 0.000, 0.000, 0.025, 0.017, 0.013, -0.007, 0.011, 0.016, 0.326, 0.595, 0.000, 0.024, -0.002, -0.010, 0.002, 0.000, -0.003, 0.002, -0.001, 0.000, 0.000, -0.001, 0.001, -0.004, 0.000, -0.003, 0.001, -0.002, 0.002, -0.001, -0.002, 0.000, 0.000, 0.000, 0.000, 0.000, 0.000, 0.000, 0.000, 0.000, 0.000, 0.000, 0.000, 0.000, 0.000, 0.000, 0.000, 0.000, 0.000],
  "homo_lumo_gap_ev": [8.121, 8.883],
  "multiplicity": 2,
  "homo_energy_ev": [-8.890, -9.652]
}

***

[3]
{
  "formula": "C14H29BrCl2F3NO7P3S",
  "method": "the ωB97M-V functional and the def2-TZVPD basis",
  "elements": ["C", "C", "C", "Br", "P", "C", "C", "C", "F", "F", "F", "P", "O", "O", "C", "P", "O", "O", "S", "C", "C", "C", "C", "C", "C", "O", "N", "O", "O", "H", "H", "H", "H", "H", "H", "H", "H", "H", "H", "H", "H", "H", "H", "H", "H", "H", "H", "H", "H", "H", "H", "H", "H", "H", "H", "H", "C", "Cl", "Cl", "H", "H"],
  "positions_angstrom": [[-2.889, -2.315, -0.938], [-1.614, -1.361, -0.425], [-1.189, -0.427, -1.700], [-1.031, -1.694, -3.291], [0.464, 0.566, -1.420], [0.770, 1.021, -3.260], [-0.482, 1.747, -4.017], [-0.152, 3.311, -4.509], [-0.386, 4.319, -3.450], [-1.186, 3.592, -5.575], [1.173, 3.453, -5.156], [-0.487, 2.422, -0.791], [-1.155, 2.118, 0.645], [2.151, 1.103, -1.250], [2.778, 0.407, -0.078], [3.497, -1.367, -0.382], [2.214, -2.561, -0.298], [4.631, -1.763, 0.915], [4.358, -1.516, -2.144], [1.610, 0.521, 1.067], [1.677, -0.430, 2.408], [0.588, 0.060, 3.573], [0.635, -0.923, 4.924], [-0.297, -2.226, 4.561], [0.142, -0.074, 6.243], [1.706, 1.873, 1.638], [2.872, 2.083, 2.273], [3.303, 3.132, 1.759], [0.361, 0.171, 0.310], [-3.472, -2.584, 0.069], [-2.541, -3.341, -1.384], [-3.656, -1.728, -1.600], [-0.785, -2.137, -0.084], [-2.068, -0.751, 0.495], [-2.082, 0.349, -1.857], [1.071, -0.700, -1.807], [1.660, 1.818, -3.246], [1.205, 0.112, -3.900], [-1.508, 1.708, -3.460], [-0.646, 1.152, -5.039], [-1.563, 2.885, -1.628], [0.520, 3.424, -0.553], [3.772, 1.027, 0.028], [2.275, -2.986, 0.608], [4.309, -2.570, 1.417], [2.727, -0.469, 2.929], [1.429, -1.557, 2.105], [-0.528, 0.044, 3.150], [0.803, 1.143, 3.975], [1.782, -1.180, 5.070], [0.332, -2.887, 3.797], [-1.270, -1.898, 3.961], [-0.613, -2.806, 5.529], [0.809, -0.310, 7.202], [0.240, 1.104, 6.094], [-0.992, -0.284, 6.513], [-5.037, -0.267, -4.114], [-6.066, -1.702, -4.192], [-4.248, -0.135, -2.538], [-4.271, -0.336, -4.890], [-5.651, 0.621, -4.280]],
  "forces_ev_per_angstrom": [[-0.41, -0.38, 2.02], [-1.69, -1.34, -0.73], [-1.82, 0.99, 2.10], [-0.10, 1.19, 0.79], [1.92, -3.97, -2.87], [0.59, 1.94, -1.64], [0.67, -0.16, -1.78], [-1.42, -0.65, -0.79], [1.27, -2.68, -3.50], [3.10, -0.07, 2.81], [-4.26, 0.14, 2.26], [-2.68, 0.16, 5.81], [1.01, 1.48, -3.82], [1.11, -1.55, 3.36], [-0.32, 2.12, -0.61], [-0.33, -1.63, -1.13], [2.57, 1.21, 2.11], [-2.88, -0.46, -0.95], [-0.53, 0.28, 1.56], [-0.49, -3.03, 0.18], [-0.63, -1.00, 0.45], [-0.40, -0.17, 0.41], [-0.04, 0.92, -1.06], [0.50, 0.26, -0.35], [-0.09, 0.36, 0.53], [-1.87, -0.93, -1.49], [1.40, 4.13, -2.93], [-0.23, -2.90, 2.83], [4.37, 1.37, 2.01], [1.08, 0.38, -2.03], [-0.68, 2.16, 0.60], [2.18, -2.28, 1.68], [-1.46, 2.10, -0.72], [1.56, -0.97, -2.21], [1.90, -2.05, 0.01], [-0.04, 0.03, 0.90], [-1.94, -1.69, -0.06], [-1.23, 1.99, 1.54], [2.05, 0.42, -1.03], [0.24, 1.59, 2.11], [0.97, 0.14, -0.03], [-0.50, -0.13, -0.89], [-1.91, -1.24, 0.51], [-0.41, 0.62, -1.44], [0.52, 1.41, -0.85], [-1.81, 0.38, -1.26], [0.34, 2.49, 0.54], [2.57, 0.17, 0.72], [-0.22, -2.07, -1.21], [-2.42, 0.14, -0.19], [-1.45, 1.10, 1.85], [2.07, -0.54, 1.48], [0.71, 0.87, -1.98], [-1.52, 0.27, -2.09], [-0.18, -2.58, 0.09], [2.36, 0.34, -0.60], [0.06, 0.46, -0.22], [-0.07, -0.04, -0.10], [-1.07, 1.32, -1.14], [-0.11, -0.12, 0.30], [0.08, -0.29, 0.11]],
  "nbo_charge": [-0.659, -0.450, -0.518, -0.057, 1.282, -0.775, -0.514, 0.996, -0.356, -0.386, -0.347, 1.043, -1.123, -0.806, -0.265, 1.666, -0.941, -0.969, -0.551, 0.533, -0.473, -0.403, -0.222, -0.637, -0.638, -0.388, 0.360, -0.299, -0.788, 0.183, 0.210, 0.207, 0.226, 0.250, 0.204, -0.156, 0.253, 0.262, 0.241, 0.252, -0.046, -0.021, 0.259, 0.472, 0.487, 0.225, 0.204, 0.236, 0.216, 0.197, 0.211, 0.223, 0.210, 0.208, 0.218, 0.211, -0.396, -0.035, 0.023, 0.230, 0.219],
  "charge": -1,
  "homo_lumo_gap_ev": 7.073,
  "relative_energy_kj_mol": 979.0,
  "homo_energy_ev": -5.057
}

***

[4]
{
  "formula": "C14H29Cl10N2O2P",
  "method": "the ωB97M-V functional and the def2-TZVPD basis",
  "elements": ["N", "C", "N", "C", "O", "C", "C", "P", "O", "H", "H", "H", "H", "H", "H", "H", "H", "H", "Cl", "C", "C", "Cl", "H", "H", "H", "H", "Cl", "C", "C", "Cl", "H", "H", "H", "H", "Cl", "C", "C", "Cl", "H", "H", "H", "H", "Cl", "C", "C", "Cl", "H", "H", "H", "H", "Cl", "C", "C", "Cl", "H", "H", "H", "H"],
  "positions_angstrom": [[-1.291, 2.895, 1.100], [-2.455, 2.102, 0.753], [-3.361, 1.884, 1.912], [-4.123, 0.737, 1.683], [-5.015, 0.372, 2.379], [-3.610, 0.030, 0.446], [-2.194, 0.638, 0.286], [-1.013, -0.342, 1.249], [-1.431, -0.722, 2.632], [-1.477, 3.876, 0.911], [-0.482, 2.673, 0.528], [-3.050, 2.576, -0.063], [-3.950, 2.687, 2.110], [-3.618, -1.063, 0.590], [-4.189, 0.330, -0.444], [-1.805, 0.662, -0.747], [-0.818, -1.442, 0.399], [0.194, 0.374, 1.165], [-7.282, 2.392, -1.282], [-8.426, 1.756, -0.065], [-8.072, 0.360, 0.376], [-8.302, -0.831, -0.934], [-9.420, 1.795, -0.504], [-8.386, 2.427, 0.792], [-8.720, 0.065, 1.198], [-7.038, 0.296, 0.709], [0.738, -0.396, -1.961], [2.127, -1.493, -2.232], [1.711, -2.936, -2.312], [1.115, -3.542, -0.742], [2.830, -1.321, -1.421], [2.586, -1.190, -3.172], [2.565, -3.545, -2.581], [0.919, -3.082, -3.042], [1.811, 3.376, -0.338], [3.431, 4.093, -0.116], [4.427, 3.554, -1.107], [4.809, 1.840, -0.806], [3.739, 3.891, 0.907], [3.322, 5.167, -0.254], [5.360, 4.108, -1.014], [4.059, 3.638, -2.127], [3.657, -0.350, 4.515], [1.877, -0.305, 4.348], [1.301, -1.627, 3.918], [1.751, -2.047, 2.242], [1.637, 0.478, 3.633], [1.472, -0.034, 5.321], [0.214, -1.560, 3.930], [1.635, -2.439, 4.560], [4.519, -4.986, -3.292], [6.077, -4.385, -3.920], [6.719, -3.402, -2.979], [5.805, -1.872, -2.888], [5.887, -3.940, -4.893], [6.722, -5.254, -4.040], [7.716, -3.158, -3.343], [6.793, -3.804, -1.972]],
  "forces_ev_per_angstrom": [[-0.14, 0.00, -0.20], [-0.42, -0.40, -0.05], [0.00, 0.41, -1.20], [0.98, 0.31, -0.36], [-1.40, -0.30, 0.61], [0.89, -0.19, -0.33], [-0.11, 0.69, -0.19], [-0.03, -0.23, 0.88], [0.10, 0.26, -0.53], [0.02, -0.12, 0.21], [-0.16, -0.22, 0.09], [0.32, -0.11, 0.27], [0.23, -0.16, 0.50], [-0.16, 0.45, -0.19], [-0.14, -0.26, 0.45], [-0.25, -0.17, 0.26], [0.08, 0.07, -0.10], [0.03, -0.01, -0.13], [0.03, 0.00, 0.03], [-0.04, 0.02, 0.04], [0.10, -0.02, 0.05], [0.01, 0.00, 0.00], [0.02, -0.01, -0.03], [0.03, 0.00, -0.01], [-0.02, -0.01, -0.02], [-0.03, -0.02, 0.01], [-0.03, 0.03, -0.05], [0.14, 0.07, 0.01], [-0.24, 0.04, 0.04], [-0.02, -0.02, -0.05], [-0.01, -0.01, 0.01], [-0.02, -0.01, 0.01], [0.10, 0.03, -0.02], [0.00, 0.02, 0.02], [0.05, -0.01, -0.09], [0.00, 0.08, 0.09], [0.05, -0.01, -0.02], [-0.01, -0.05, -0.03], [-0.02, -0.03, -0.01], [-0.01, -0.01, -0.01], [-0.01, 0.00, 0.00], [-0.01, -0.01, 0.01], [0.00, 0.01, -0.01], [-0.03, 0.03, -0.03], [-0.12, -0.04, 0.12], [0.07, -0.02, 0.03], [0.00, -0.01, 0.01], [0.01, -0.01, 0.00], [0.02, 0.02, -0.04], [0.06, 0.02, -0.03], [0.05, -0.12, -0.03], [0.00, -0.06, -0.04], [0.07, 0.02, 0.00], [-0.02, 0.01, 0.03], [0.00, 0.01, 0.01], [0.00, 0.01, 0.01], [-0.01, 0.03, 0.01], [-0.03, 0.02, -0.01]],
  "nbo_charge": [-0.831, 0.122, -0.623, 0.698, -0.576, -0.519, -0.600, 1.534, -1.106, 0.366, 0.370, 0.154, 0.392, 0.251, 0.245, 0.251, -0.065, -0.079, -0.075, -0.380, -0.391, -0.068, 0.222, 0.224, 0.226, 0.241, -0.090, -0.373, -0.396, -0.060, 0.234, 0.227, 0.240, 0.220, -0.078, -0.379, -0.389, -0.054, 0.230, 0.224, 0.225, 0.224, -0.079, -0.377, -0.400, -0.077, 0.223, 0.225, 0.271, 0.218, -0.062, -0.384, -0.386, -0.064, 0.225, 0.227, 0.226, 0.229],
  "homo_lumo_gap_ev": 9.985,
  "homo_energy_ev": -9.583,
  "smiles": "N[C@@H]1NC(=O)C[C@@H]1[PH2]=O.ClCCCl.ClCCCl.ClCCCl.ClCCCl.ClCCCl"
}